A) Below is a 2-piece molecular cluster, C7H13NO overall, with properties calculated with ωB97M-V/def2-TZVPD.

Structure (XYZ):
```
22
Properties=species:S:1:pos:R:3:lowdin_charge:R:1
O 1.48 0.25 -0.86 -0.131
N 2.51 -0.58 1.03 0.059
C 1.41 -0.18 0.42 -0.170
C -1.60 2.01 1.75 0.020
C -1.47 -1.50 0.55 -0.057
C 2.58 0.05 -1.64 -0.142
C -1.72 0.00 0.17 -0.393
C -2.13 0.29 -1.22 -0.067
C -1.61 0.96 1.03 -0.108
H -2.46 1.29 -1.20 0.064
H 3.59 0.13 -1.16 0.086
H -2.39 2.20 2.43 0.049
H -2.93 -0.45 -1.33 0.083
H -0.72 -1.49 1.44 0.091
H 3.44 -0.83 0.79 0.064
H 2.36 -1.03 2.02 0.148
H 2.53 -0.93 -2.18 0.109
H -1.04 -1.90 -0.35 0.057
H 2.72 0.85 -2.33 0.078
H -0.81 2.61 1.80 0.008
H -1.33 0.13 -2.00 0.098
H -2.42 -1.87 0.85 0.052
```

---

B) 22
Properties=species:S:1:pos:R:3:lowdin_charge:R:1 method="wB97M-V/def2-TZVPD" smiles="CC(=O)C(C)C.C#CN"
O -0.29 1.29 -1.01 0.004
N 2.59 1.25 -1.18 0.103
C 0.05 0.16 -0.65 -0.476
C 2.13 -0.22 0.83 0.163
C 0.20 -0.99 -1.63 -0.031
C -2.20 -0.77 0.23 -0.095
C -0.81 -0.39 0.77 -0.328
C 2.10 0.45 -0.21 -0.295
C -0.95 0.77 1.75 -0.094
H -1.71 0.56 2.50 0.073
H 1.84 1.74 -1.66 0.090
H 0.66 -0.63 -2.55 0.085
H 2.23 -0.68 1.77 0.054
H -2.18 -1.66 -0.38 0.063
H -1.26 1.67 1.21 0.078
H 3.35 1.86 -0.91 0.108
H -2.88 -0.95 1.06 0.076
H -2.61 0.05 -0.36 0.089
H -0.37 -1.27 1.23 0.115
H -0.75 -1.47 -1.88 0.074
H 0.87 -1.73 -1.21 0.082
H -0.02 0.99 2.29 0.064

---

B) has the most favorable energy; the next structure is 0.0553 hartree above.

---

A) 23
Properties=species:S:1:pos:R:3:lowdin_charge:R:1 method="wB97M-V/def2-TZVPD" total_charge=+1
O -1.82 -1.39 -0.68 -0.070
O -2.39 0.69 1.31 -0.031
O 1.91 -0.44 -3.34 -0.043
O -0.04 0.47 -1.77 -0.058
N 0.35 0.35 1.08 -0.066
C 0.53 -1.05 1.50 -0.009
C 1.29 1.29 1.71 -0.002
H -0.56 1.20 -2.10 0.087
H -2.39 -1.66 -1.42 0.063
H -1.19 -0.74 -1.05 -0.014
H 0.30 -1.12 2.58 0.111
H 2.01 -1.14 -3.99 0.071
H -2.72 1.06 2.13 0.072
H 0.55 0.41 0.08 0.114
H -3.01 -0.02 1.11 0.065
H 1.65 0.36 -3.81 0.058
H 1.51 -1.46 1.23 0.114
H 1.17 2.33 1.45 0.108
H -0.65 0.60 1.17 0.102
H 1.17 1.13 2.77 0.102
H 2.28 0.96 1.49 0.097
H -0.21 -1.70 1.02 0.085
H 0.27 -0.13 -2.48 0.046

---

B) 23
Properties=species:S:1:pos:R:3:lowdin_charge:R:1 method="wB97M-V/def2-TZVPD" total_charge=+1
O 1.95 -1.70 1.83 -0.058
O 0.49 0.43 2.64 -0.105
O 0.56 2.11 -2.40 -0.053
O 1.35 -3.17 -0.19 -0.020
N -0.07 0.96 -0.01 0.169
C -1.06 0.43 -1.01 -0.195
C -2.47 0.82 -0.61 -0.063
H 1.86 -2.29 2.56 0.046
H 0.38 1.06 3.40 0.078
H -0.83 0.86 -1.96 0.074
H -2.80 1.78 -0.95 0.085
H 0.92 -0.35 3.11 0.065
H -2.53 0.90 0.46 0.070
H 1.18 1.88 -3.10 0.079
H -3.26 0.11 -0.76 0.083
H -0.53 1.63 0.65 0.172
H 0.02 2.77 -2.87 0.085
H 1.58 -1.94 0.98 -0.023
H -0.91 -0.66 -1.16 0.142
H 0.71 1.41 -0.49 0.127
H 0.33 0.28 0.65 0.119
H 0.93 -4.03 -0.23 0.066
H 2.22 -3.29 -0.55 0.056

---

A) has the most favorable energy; the next structure is 0.0273 hartree above.

---

A) 13
Properties=species:S:1:pos:R:3:lowdin_charge:R:1 method="wB97M-V/def2-TZVPD" total_charge=+1 smiles="O=CN1C=NC[NH2+]1"
O 0.99 -0.41 2.47 0.091
N 0.22 0.50 0.57 0.014
N -0.44 -0.77 0.18 0.141
N 0.03 0.57 -1.75 0.126
C 0.28 1.25 -0.73 -0.035
C -0.48 -0.71 -1.36 -0.100
C 0.84 0.60 1.82 -0.230
H 0.06 -1.73 0.44 0.250
H -0.17 -1.56 -1.88 0.114
H 1.20 1.61 2.04 0.157
H 0.49 2.20 -0.56 0.105
H -1.47 -0.75 0.43 0.214
H -1.55 -0.79 -1.68 0.153

---

B) 13
Properties=species:S:1:pos:R:3:lowdin_charge:R:1 method="wB97M-V/def2-TZVPD" total_charge=+1
O -0.99 0.24 1.87 0.115
N 1.87 0.84 1.09 0.312
N 1.21 0.77 0.09 0.030
N -3.05 -0.74 2.35 0.252
C -2.03 -0.25 1.97 -0.405
C 0.87 0.66 -1.09 -0.026
C 0.98 -0.52 -2.05 0.026
H 0.02 -0.83 -2.34 0.083
H 1.55 -1.24 -1.48 0.097
H 1.54 0.75 2.09 0.166
H 1.43 -0.25 -2.94 0.073
H -3.93 -1.05 2.10 0.076
H 0.52 1.62 -1.65 0.202

---

A) has the most favorable energy; the next structure is 0.0135 hartree above.

---

A) 84
Properties=species:S:1:pos:R:3:lowdin_charge:R:1 method="wB97M-V/def2-TZVPD" smiles=Fc1ccccc1.Fc1ccccc1.Fc1ccccc1.Fc1ccccc1.Fc1ccccc1.Fc1ccccc1.Fc1ccccc1
F 3.42 4.29 4.29 0.054
F -1.81 -1.74 -4.75 0.048
F -3.47 -0.15 -0.61 0.049
F -0.27 -1.36 0.11 0.048
F -2.99 -3.65 3.23 0.044
F 0.93 -3.75 -5.80 0.057
F 6.74 7.50 -0.94 0.044
C -4.18 -1.28 1.32 -0.014
C 4.97 6.27 -0.01 -0.007
C -2.69 -3.09 -1.50 -0.073
C 0.26 -0.13 0.30 -0.272
C 2.37 -4.05 -3.97 -0.015
C -3.34 -5.71 2.15 -0.018
C 1.50 2.31 0.68 -0.088
C -4.43 -0.36 0.32 -0.287
C 4.54 5.10 0.59 -0.089
C 0.23 5.29 2.96 -0.093
C 1.63 -0.05 0.29 -0.024
C 1.36 -1.91 -4.42 -0.020
C -3.25 -3.53 -4.24 -0.011
C -2.09 -2.35 -2.51 -0.017
C 0.12 2.20 0.72 -0.076
C -6.63 0.03 1.13 -0.082
C 7.26 5.45 0.08 -0.016
C 3.09 -3.47 -2.92 -0.083
C 1.18 4.55 3.64 -0.022
C 1.83 7.05 2.59 -0.084
C 6.32 6.39 -0.28 -0.281
C 2.82 6.29 3.21 -0.031
C 5.46 4.15 1.00 -0.097
C -3.85 -4.29 -3.24 -0.086
C 2.28 1.17 0.50 -0.066
C -2.55 -4.59 2.37 -0.285
C -2.93 -6.65 1.22 -0.086
C -1.75 -6.46 0.50 -0.087
C 2.05 -1.35 -3.36 -0.074
C -6.43 -0.92 2.12 -0.094
C 0.54 6.55 2.46 -0.092
C 6.83 4.35 0.81 -0.076
C -1.37 -4.38 1.69 -0.031
C -5.21 -1.57 2.21 -0.070
C -3.63 -4.04 -1.90 -0.089
C -5.62 0.34 0.23 -0.015
C 2.47 5.05 3.71 -0.295
C -0.53 0.98 0.53 0.001
C -2.39 -2.54 -3.83 -0.281
C 2.90 -2.14 -2.61 -0.110
C -0.97 -5.33 0.76 -0.084
C 1.58 -3.23 -4.74 -0.290
H 1.95 -0.30 -3.12 0.107
H -5.75 0.99 -0.63 0.118
H 3.36 1.21 0.56 0.101
H 2.27 -0.91 0.12 0.104
H -0.77 -3.50 1.82 0.114
H -1.49 -7.13 -0.30 0.103
H 8.30 5.65 -0.15 0.118
H 3.50 4.87 0.81 0.081
H 2.61 -5.06 -4.29 0.116
H 2.01 3.26 0.79 0.080
H 1.00 3.56 4.05 0.122
H -2.60 -2.90 -0.44 0.072
H 4.32 7.09 -0.29 0.118
H -0.19 7.07 1.86 0.102
H -7.25 -1.22 2.75 0.101
H 3.83 6.65 3.37 0.122
H -4.52 -5.09 -3.53 0.103
H -0.47 3.10 0.88 0.098
H -7.62 0.48 1.06 0.104
H 7.51 3.58 1.15 0.105
H -5.06 -2.40 2.89 0.095
H 3.49 -1.74 -1.79 0.092
H 0.69 -1.37 -5.08 0.114
H -1.42 -1.54 -2.23 0.109
H -1.61 0.96 0.56 0.104
H -0.07 -5.23 0.18 0.110
H 5.16 3.33 1.64 0.101
H -3.23 -1.79 1.30 0.095
H -3.50 -3.71 -5.28 0.116
H 3.83 -4.07 -2.42 0.103
H -3.54 -7.52 1.03 0.104
H -4.29 -5.82 2.67 0.117
H 2.11 8.03 2.23 0.106
H -0.77 4.90 2.87 0.104
H -4.10 -4.64 -1.14 0.099

---

B) 84
Properties=species:S:1:pos:R:3:lowdin_charge:R:1 method="wB97M-V/def2-TZVPD" smiles=Fc1ccccc1.Fc1ccccc1.Fc1ccccc1.Fc1ccccc1.Fc1ccccc1.Fc1ccccc1.Fc1ccccc1
F -2.42 4.05 -0.73 0.028
F -4.40 -0.84 5.95 0.069
F 6.08 -0.15 0.38 0.046
F 4.35 -1.57 -4.88 0.029
F 1.69 -0.28 3.63 0.092
F -4.00 -2.13 -0.48 0.025
F 4.22 6.54 -3.48 0.049
C 5.35 -2.23 -0.58 -0.009
C -7.30 -2.18 4.42 -0.120
C 1.78 1.57 -4.28 -0.070
C 1.80 -3.43 1.87 -0.129
C -1.67 -2.68 -0.76 -0.030
C 1.34 -1.46 3.12 -0.299
C 5.11 4.94 -1.98 -0.030
C -3.36 3.27 -0.10 -0.271
C 3.01 -0.91 -1.30 -0.110
C 2.13 -0.70 -5.00 -0.013
C 3.18 1.72 -4.01 -0.048
C -4.42 2.55 1.91 -0.067
C -1.00 -0.28 0.43 -0.054
C 2.21 -2.23 2.32 -0.021
C -5.53 -2.06 2.79 -0.074
C 0.17 -2.05 3.39 -0.032
C -0.35 -2.35 -0.56 -0.084
C -5.07 1.62 -0.18 -0.123
C -3.42 3.31 1.27 -0.018
C 4.96 3.93 -1.04 -0.057
C -6.48 -1.57 5.35 -0.019
C -5.24 1.62 1.21 -0.080
C -2.33 -0.59 0.17 -0.017
C 4.04 5.59 -2.51 -0.292
C 0.04 -1.14 0.06 -0.077
C -4.66 -1.59 3.73 -0.030
C 0.56 -3.97 2.05 -0.096
C -6.89 -2.41 3.14 -0.090
C 4.32 -2.90 -1.22 -0.091
C 3.46 -0.53 -4.64 -0.263
C -0.31 -3.23 2.81 -0.061
C -5.18 -1.30 4.98 -0.305
C 3.66 3.59 -0.62 -0.095
C 3.17 -2.24 -1.66 -0.085
C 2.76 5.21 -2.17 -0.002
C 5.16 -0.87 -0.32 -0.255
C 2.59 4.21 -1.19 -0.069
C -4.15 2.41 -0.84 -0.031
C 4.00 -0.19 -0.69 -0.015
C -2.66 -1.81 -0.40 -0.261
C 1.34 0.38 -4.79 -0.118
C 3.98 0.63 -4.18 -0.040
H -5.32 -2.22 1.72 0.098
H 0.24 0.36 -4.91 0.118
H -4.55 2.65 2.99 0.105
H -1.98 -3.68 -1.19 0.139
H -6.11 1.11 1.63 0.105
H 2.45 -2.85 -2.17 0.099
H 1.06 -0.91 0.18 0.062
H 3.49 2.87 0.10 0.071
H 1.09 2.37 -4.01 0.101
H 0.22 -4.90 1.58 0.119
H 4.36 -3.95 -1.36 0.101
H -3.69 -1.11 3.54 0.120
H -2.71 3.84 1.91 0.118
H 6.17 -2.87 -0.21 0.127
H 4.03 0.86 -0.58 0.083
H 2.51 -3.98 1.30 0.103
H 6.11 5.28 -2.32 0.128
H 1.88 5.67 -2.65 0.126
H 3.50 2.63 -3.61 0.071
H -0.61 -1.53 3.91 0.112
H -0.79 0.70 0.87 0.114
H -6.85 -1.35 6.32 0.113
H -8.30 -2.55 4.70 0.116
H 5.02 0.73 -3.98 0.121
H -3.13 0.05 0.43 0.079
H -5.64 0.91 -0.74 0.105
H 0.38 -3.03 -0.97 0.093
H -4.05 2.30 -1.94 0.135
H 1.66 3.90 -0.90 0.075
H 5.86 3.58 -0.60 0.100
H 1.68 -1.55 -5.41 0.104
H 2.10 -0.34 -1.62 0.122
H -1.31 -3.48 3.03 0.092
H -7.59 -2.85 2.37 0.120
H 3.25 -1.95 2.18 0.119

---

A) has the most favorable energy; the next structure is 0.0603 hartree above.

---

A) 10
Properties=species:S:1:pos:R:3:lowdin_charge:R:1 method="wB97M-V/def2-TZVPD" smiles="FC=C(F)F.C=O"
F -2.45 0.78 -0.59 0.072
F -1.05 0.53 1.09 0.199
F -0.39 -2.05 0.16 0.035
O 1.60 0.22 -0.54 -0.005
C 2.05 0.92 0.31 -0.146
C -1.52 0.00 0.05 -0.372
C -1.24 -1.23 -0.47 -0.071
H 3.16 1.30 0.14 0.112
H 1.51 1.02 1.24 0.068
H -1.65 -1.49 -1.40 0.109

---

B) 10
Properties=species:S:1:pos:R:3:lowdin_charge:R:1 method="wB97M-V/def2-TZVPD" smiles="O[C@@H](F)/C(F)=C/F"
F 0.49 1.16 0.64 0.038
F -2.25 0.33 -2.17 0.029
F -2.23 -0.97 0.14 0.097
O 0.85 -1.13 0.69 0.066
C -0.06 -0.09 0.88 -0.318
C -1.19 -0.19 -0.18 -0.196
C -1.30 0.59 -1.25 -0.042
H 1.44 -0.83 0.04 0.074
H -0.70 1.33 -1.59 0.092
H -0.57 -0.32 1.81 0.160

---

B) has the most favorable energy; the next structure is 0.0332 hartree above.

---

A) 16
Properties=species:S:1:pos:R:3:lowdin_charge:R:1 method="wB97M-V/def2-TZVPD" total_charge=+1 smiles="CNCC=[N+]=C[SeH]"
Se 3.81 -0.13 1.26 1.033
N -1.40 1.05 -0.36 -0.120
N 1.24 -0.64 0.27 0.070
C -2.07 0.49 0.80 -0.113
C 2.24 -1.04 0.97 -0.468
C -0.69 0.13 -1.19 -0.197
C 0.65 -0.45 -0.82 -0.012
H -2.03 1.63 -0.90 0.117
H -1.26 -0.81 -1.37 0.149
H 2.10 -1.92 1.59 0.098
H -2.80 -0.30 0.53 0.087
H -0.54 0.58 -2.18 0.139
H -2.60 1.29 1.31 0.090
H -1.33 0.06 1.47 0.073
H 1.11 -0.89 -1.71 0.157
H 3.55 0.94 0.31 -0.103

---

B) 16
Properties=species:S:1:pos:R:3:lowdin_charge:R:1 method="wB97M-V/def2-TZVPD" total_charge=+1 smiles="C[N@@H+]1CC=N[C@H]1[SeH]"
Se 1.39 2.65 0.88 0.861
N 0.43 -0.19 0.32 -0.072
N -0.69 1.54 -0.86 0.094
C -0.98 -0.04 0.76 -0.091
C 0.58 1.12 -0.41 -0.517
C -1.58 0.92 -0.18 -0.080
C 0.86 -1.26 -0.72 0.087
H 1.48 1.14 -1.06 0.111
H 0.79 -0.81 -1.64 0.075
H 0.92 -0.35 1.11 0.115
H -1.69 -0.95 0.66 0.182
H 0.29 -2.18 -0.69 0.117
H 1.90 -1.39 -0.52 0.106
H -2.58 1.02 -0.12 0.106
H -1.03 0.33 1.80 0.153
H 0.32 3.28 1.43 -0.245

---

A) has the most favorable energy; the next structure is 0.0182 hartree above.